This record from OMol25 describes one molecule with the formula C6H13NO2 at a distorted geometry. The level of theory is wB97M-V/def2-TZVPD.

- SMILES = C[C@H](CCCN)OC=O
- net charge = 0
- HOMO (eV) = -9.7130
- energy relative to the best compared isomer or geometry (same formula, charge and spin) (eV) = 1.108
- HOMO-LUMO gap (eV) = 10.516
- maximum force (eV/A) = 1.42

Element x y z (Å)
1 H -1.887 -0.803 -2.176
2 H 0.610 2.739 1.170
3 H -0.742 1.747 0.595
4 H -1.225 0.807 -1.966
5 O -0.599 -3.995 0.461
6 C 1.155 1.254 -0.268
7 C 0.827 -0.153 -0.811
8 H 0.428 -2.346 1.007
9 H -0.846 -0.536 0.535
10 C -0.248 -2.847 0.298
11 C 0.302 1.726 0.901
12 H 1.583 -0.862 -0.489
13 O -0.597 -2.109 -0.770
14 C -1.619 -0.055 -1.436
15 H -2.519 0.213 -0.892
16 H 1.125 2.011 -1.048
17 H 1.418 0.818 2.355
18 H 2.190 1.242 0.079
19 H -0.142 1.103 2.806
20 N 0.458 0.827 2.047
21 H 0.901 -0.121 -1.898
22 C -0.573 -0.659 -0.504

These are the natural (NBO) partial charges, in e, on atoms 1 to 6:
1. H 0.2407
2. H 0.1758
3. H 0.1845
4. H 0.2084
5. O -0.5606
6. C -0.4068

---

This record from OMol25 describes one molecule with the formula C6H13NO2 at a distorted geometry. The level of theory is wB97M-V/def2-TZVPD.

- SMILES = CC1(C)COC[C@@H](N)O1
- net charge = 0
- HOMO (eV) = -9.4453
- energy relative to the best compared isomer or geometry (same formula, charge and spin) (eV) = 1.414
- HOMO-LUMO gap (eV) = 10.336
- maximum force (eV/A) = 1.96

Element x y z (Å)
1 H -2.170 -2.152 -0.224
2 H -1.662 -0.991 1.042
3 H 2.217 1.577 -0.886
4 C 2.206 0.563 -0.494
5 H 2.925 0.484 0.315
6 H 0.764 -1.195 1.700
7 H -2.359 1.066 0.109
8 C 0.798 0.221 0.001
9 O -0.022 0.323 -1.160
10 C -1.409 -1.430 0.068
11 H 1.774 -1.783 0.340
12 C 0.380 1.232 1.077
13 H -1.469 -0.747 -2.000
14 C -1.305 -0.264 -1.029
15 N -2.366 0.682 -0.826
16 H -2.308 1.447 -1.488
17 H 0.327 2.229 0.642
18 O -0.183 -2.095 0.110
19 H 2.494 -0.113 -1.296
20 H 1.111 1.244 1.881
21 C 0.842 -1.283 0.605
22 H -0.586 0.986 1.514

These are the natural (NBO) partial charges, in e, on atoms 1 to 6:
1. H 0.2084
2. H 0.1517
3. H 0.2139
4. C -0.6132
5. H 0.2052
6. H 0.1585

---

This record from OMol25 describes C6H13NO2 as an isolated structure. The level of theory is wB97M-V/def2-TZVPD.

- net charge = 0
- HOMO (eV) = -8.6209
- energy relative to the best compared isomer or geometry (same formula, charge and spin) (eV) = 4.794
- HOMO-LUMO gap (eV) = 9.338
- maximum force (eV/A) = 0.52

Element x y z (Å)
1 H -1.480 -0.030 -0.192
2 H 0.220 0.113 -2.151
3 C 0.320 1.133 -0.359
4 C -1.868 1.983 0.442
5 H -0.447 0.894 2.262
6 N 0.158 -1.069 -2.109
7 H -2.808 1.731 0.935
8 H -2.075 2.358 -0.561
9 H -0.125 -2.234 0.834
10 H 1.729 -0.205 1.177
11 H 1.224 -3.112 0.104
12 H 0.942 1.831 0.212
13 O 0.275 1.304 -1.626
14 H 2.508 0.496 -0.302
15 O -0.743 0.192 1.670
16 C 1.850 -0.270 0.100
17 C 0.463 -1.486 -1.036
18 H 2.347 -1.214 -0.128
19 C -0.970 0.747 0.374
20 H -1.381 2.783 1.009
21 H -0.419 -3.329 -0.549
22 C 0.277 -2.615 -0.106

These are the natural (NBO) partial charges, in e, on atoms 1 to 6:
1. H 0.1890
2. H 0.4379
3. C 0.3417
4. C -0.6296
5. H 0.4656
6. N -0.5553

---

This record from OMol25 describes a 2-piece molecular cluster, C6H13NO3 overall at a distorted geometry. The level of theory is wB97M-V/def2-TZVPD.

- SMILES = COC[C@@]1([C@H]2CO2)CN1.O
- net charge = 0
- HOMO (eV) = -9.1034
- energy relative to the best compared isomer or geometry (same formula, charge and spin) (eV) = 5.073
- HOMO-LUMO gap (eV) = 9.995
- maximum force (eV/A) = 4.01

Element x y z (Å)
1 H -1.458 -0.050 -1.359
2 H 1.120 -1.848 -1.589
3 H 0.486 2.616 -1.247
4 C 0.564 1.574 -1.564
5 C 0.037 -1.685 -1.628
6 H 1.126 1.335 3.494
7 H -0.516 -2.095 -2.483
8 C -0.443 -0.386 -1.118
9 H 2.334 1.320 -0.465
10 H 0.450 -0.158 1.614
11 H -0.155 2.505 3.040
12 H -2.203 -3.772 -0.610
13 O 1.045 1.844 1.482
14 H -3.057 -5.063 -0.552
15 N 1.681 0.787 -1.035
16 C 0.880 2.185 2.836
17 C 0.230 0.784 1.078
18 O -3.099 -4.137 -0.801
19 C 0.457 0.540 -0.382
20 H -0.837 1.016 1.256
21 H 1.563 3.014 3.053
22 H 0.413 1.448 -2.639
23 O -0.621 -1.773 -0.381

These are the natural (NBO) partial charges, in e, on atoms 1 to 6:
1. H 0.2142
2. H 0.1975
3. H 0.1980
4. C -0.2827
5. C -0.0950
6. H 0.1699

---

This record from OMol25 describes one molecule with the formula C6H13NO3 at a distorted geometry. The level of theory is wB97M-V/def2-TZVPD.

- SMILES = CO[C@@H](CN)CCOC=O
- net charge = 0
- HOMO (eV) = -9.2503
- energy relative to the best compared isomer or geometry (same formula, charge and spin) (eV) = 5.931
- HOMO-LUMO gap (eV) = 9.707
- maximum force (eV/A) = 8.95

Element x y z (Å)
1 H -0.108 1.625 -1.947
2 H -1.387 -0.810 2.553
3 C -1.426 -2.636 -0.285
4 C 0.641 0.722 -1.772
5 H 0.353 0.114 2.475
6 H -2.402 1.241 1.781
7 H -2.500 -2.152 -0.176
8 C -0.621 -0.435 0.401
9 H 1.620 -0.494 -0.078
10 H 2.533 2.643 -0.848
11 H 0.988 1.174 0.546
12 N -1.453 1.331 2.210
13 O -0.362 -1.888 0.408
14 C 0.743 0.291 -0.193
15 H -1.395 -3.744 0.156
16 H -1.093 -2.753 -1.422
17 C 2.871 1.675 -1.454
18 O 4.102 1.207 -1.206
19 O 1.919 1.081 -2.406
20 H -1.608 -0.117 -0.143
21 H -0.894 2.107 1.789
22 C -0.731 0.015 2.007
23 H 0.208 -0.196 -2.397

These are the natural (NBO) partial charges, in e, on atoms 1 to 6:
1. H 0.1828
2. H 0.2077
3. C -0.2793
4. C -0.0849
5. H 0.2053
6. H 0.3569

---

This record from OMol25 describes one molecule with the formula C6H13NO3 at a distorted geometry. The level of theory is wB97M-V/def2-TZVPD.

- SMILES = CC(C)C(O)(O)CC(N)=O
- net charge = 0
- HOMO (eV) = -8.5618
- energy relative to the best compared isomer or geometry (same formula, charge and spin) (eV) = 1.808
- HOMO-LUMO gap (eV) = 9.182
- maximum force (eV/A) = 5.26

Element x y z (Å)
1 H -0.676 0.506 -1.222
2 H 0.563 -0.140 2.558
3 H 2.361 -2.365 -0.722
4 O -1.880 2.202 0.696
5 H 2.271 -0.303 0.616
6 N -3.439 0.613 0.507
7 H 1.046 -2.462 0.452
8 H 0.694 -2.143 -1.260
9 O -0.009 -0.497 1.867
10 H 1.320 0.096 -2.257
11 O 0.502 1.561 0.990
12 H -3.670 -0.354 0.367
13 H -0.544 2.116 0.911
14 H -1.209 -0.982 -0.309
15 H 2.968 0.163 -1.651
16 H -4.137 1.234 0.895
17 C -0.867 0.045 -0.260
18 C 0.229 0.279 0.719
19 C 1.531 -0.458 -0.173
20 C 1.927 0.357 -1.390
21 C -2.199 1.056 0.291
22 H 1.823 1.421 -1.184
23 C 1.392 -1.945 -0.441

These are the natural (NBO) partial charges, in e, on atoms 1 to 6:
1. H 0.2371
2. H 0.4839
3. H 0.2126
4. O -0.6600
5. H 0.1966
6. N -0.7904